(1)
Entry from the Open Molecules 2025 dataset: 5 unconnected molecules or ions with the total composition C18H29F12NO11PS in a non-equilibrium geometry (ωB97M-V/def2-TZVPD).

Atoms and positions in Å:
C: 3.268 1.262 -1.057
N: 4.552 1.056 -1.739
C: 5.588 1.993 -1.365
S: 5.447 2.516 0.386
P: 4.378 4.390 0.495
O: 2.995 4.145 0.729
O: 5.098 5.119 1.648
O: 4.623 5.191 -0.808
H: 2.932 2.295 -1.034
H: 2.527 0.722 -1.615
H: 3.251 0.837 -0.069
H: 4.384 1.234 -2.720
H: 6.547 1.505 -1.439
H: 5.644 2.878 -1.981
H: 6.704 2.860 0.736
H: 4.442 5.170 2.367
H: 3.730 5.446 -1.098
C: 0.277 4.587 2.176
C: -1.172 4.872 1.841
O: -1.856 3.656 1.497
C: -2.262 2.917 2.519
O: -2.111 3.168 3.674
C: -2.995 1.671 1.998
F: -2.325 1.097 0.983
F: -4.217 1.991 1.545
F: -3.131 0.765 2.965
H: 0.756 4.051 1.362
H: 0.818 5.516 2.355
H: 0.355 3.963 3.067
H: -1.239 5.511 0.964
H: -1.683 5.384 2.654
C: -1.083 -3.548 -0.972
C: 0.239 -4.281 -0.932
O: 1.064 -3.910 -2.058
C: 1.711 -2.773 -1.964
O: 1.682 -2.000 -1.049
C: 2.571 -2.567 -3.220
F: 1.900 -2.848 -4.339
F: 3.655 -3.355 -3.185
F: 2.984 -1.295 -3.301
H: -1.580 -3.718 -1.922
H: -1.733 -3.889 -0.167
H: -0.936 -2.479 -0.866
H: 0.088 -5.354 -1.017
H: 0.769 -4.103 0.003
C: -6.121 0.276 -4.110
C: -5.487 0.545 -2.763
O: -4.249 -0.182 -2.614
C: -3.184 0.357 -3.175
O: -3.138 1.377 -3.791
C: -1.955 -0.518 -2.882
F: -2.213 -1.821 -3.079
F: -1.560 -0.356 -1.607
F: -0.923 -0.188 -3.662
H: -6.255 -0.795 -4.261
H: -7.091 0.767 -4.176
H: -5.493 0.643 -4.920
H: -6.134 0.192 -1.965
H: -5.319 1.608 -2.601
C: -0.272 -1.772 3.785
C: 0.282 -2.866 2.902
O: 0.096 -4.166 3.495
C: -1.102 -4.715 3.343
O: -2.030 -4.235 2.768
C: -1.117 -6.109 3.990
F: -0.548 -6.089 5.202
F: -0.436 -6.978 3.223
F: -2.363 -6.555 4.121
H: 0.161 -1.830 4.783
H: -0.052 -0.793 3.360
H: -1.352 -1.864 3.895
H: 1.357 -2.746 2.786
H: -0.158 -2.837 1.907

Output
**Total energy**: -3523.4722 Ha
**Orbital gap**: 9.10 eV
**Net charge**: +1
**2S+1**: 1

(2)
Entry from the Open Molecules 2025 dataset: a molecular structure, C18H29F4N2OPtS in a non-equilibrium geometry (ωB97M-V/def2-TZVPD).

Atoms and positions in Å:
Pt: -0.406 -0.366 -0.198
C: -2.245 -2.911 0.573
C: -0.834 -3.285 0.145
N: -0.401 -2.483 -1.031
C: -1.255 -2.716 -2.247
C: -1.285 -4.160 -2.737
C: 1.043 -2.611 -1.323
C: 1.544 -1.440 -2.186
N: 0.875 -0.201 -1.776
C: 1.362 1.017 -2.168
C: 0.586 2.159 -1.886
F: -0.626 1.971 -1.256
C: 0.973 3.430 -2.164
F: 0.179 4.478 -1.800
C: 2.189 3.706 -2.799
C: 2.968 2.597 -3.110
F: 4.164 2.815 -3.734
C: 2.593 1.309 -2.817
F: 3.450 0.303 -3.158
H: -2.408 -3.219 1.595
H: -3.009 -3.417 -0.033
H: -2.428 -1.829 0.522
H: -0.742 -4.351 -0.095
H: -0.090 -3.057 0.918
H: -0.874 -2.025 -3.000
H: -2.245 -2.348 -1.950
H: -0.297 -4.544 -2.980
H: -1.860 -4.205 -3.664
H: -1.780 -4.824 -2.035
H: 1.282 -3.557 -1.822
H: 1.559 -2.621 -0.355
H: 1.393 -1.628 -3.259
H: 2.632 -1.379 -2.055
H: 2.501 4.704 -3.046
C: -3.528 2.379 4.152
C: -2.130 1.846 3.806
C: -2.157 1.128 2.466
S: -0.626 0.267 2.003
O: -0.380 -0.834 2.996
C: 0.681 1.501 2.216
C: 1.969 0.966 1.614
C: 2.950 2.061 1.193
H: -3.517 2.942 5.084
H: -4.254 1.573 4.261
H: -3.900 3.069 3.388
H: -1.760 1.170 4.580
H: -1.427 2.688 3.778
H: -2.400 1.816 1.649
H: -2.904 0.330 2.470
H: 0.752 1.695 3.282
H: 0.370 2.416 1.709
H: 1.712 0.369 0.718
H: 2.420 0.259 2.315
H: 2.527 2.745 0.451
H: 3.853 1.632 0.758
H: 3.242 2.673 2.045

Output
**Total energy**: -1804.6570 Ha
**Orbital gap (spin up / spin down)**: 9.39 / 6.22 eV
**Relative energy (zero: lowest compared OMol25 entry of this formula, charge and spin)**: 0.0 kJ/mol
**Net charge**: +1
**Expectation value of S²**: 2.034
**2S+1**: 3

(3)
Entry from the Open Molecules 2025 dataset: a single C18H29NO2 molecule (ωB97M-V/def2-TZVPD).

Atoms and positions in Å:
C: -1.043 -1.698 3.049
C: -1.497 -2.178 1.699
C: -1.737 -1.228 0.711
C: -2.161 -1.595 -0.558
C: -2.347 -2.947 -0.834
C: -2.108 -3.888 0.143
C: -1.680 -3.532 1.418
C: -1.432 -4.614 2.446
H: -1.093 -4.155 3.377
C: -0.334 -5.571 1.974
H: -0.119 -6.307 2.746
H: -0.636 -6.099 1.073
H: 0.579 -5.020 1.757
C: -2.724 -5.377 2.748
H: -2.552 -6.112 3.532
H: -3.085 -5.897 1.865
H: -3.499 -4.691 3.081
H: -2.260 -4.930 -0.096
H: -2.681 -3.234 -1.818
O: -2.440 -0.738 -1.588
C: -2.199 0.638 -1.435
C: -0.711 0.986 -1.552
O: -0.561 2.356 -1.274
C: 0.771 2.804 -1.396
C: 0.789 4.304 -1.057
N: 2.053 4.993 -1.137
C: 2.680 5.056 -2.446
C: 3.744 3.939 -2.511
H: 4.642 4.288 -3.018
H: 3.368 3.074 -3.058
C: 4.016 3.583 -1.042
H: 3.764 2.543 -0.840
H: 5.061 3.731 -0.774
C: 3.103 4.536 -0.242
H: 2.682 4.073 0.649
H: 3.676 5.418 0.066
H: 1.937 4.981 -3.238
H: 3.171 6.032 -2.526
H: 0.090 4.807 -1.730
H: 0.407 4.424 -0.039
H: 1.129 2.634 -2.423
H: 1.419 2.241 -0.707
H: -0.356 0.752 -2.568
H: -0.123 0.380 -0.844
H: -2.747 1.123 -2.246
H: -2.587 1.020 -0.484
H: -1.589 -0.188 0.960
H: -1.746 -2.001 3.824
H: -0.972 -0.613 3.063
H: -0.064 -2.106 3.298

Output
**Total energy**: -908.4778 Ha
**Orbital gap**: 8.95 eV
**Relative energy (zero: lowest compared OMol25 entry of this formula, charge and spin)**: 115.2 kJ/mol
**Net charge**: 0
**Structure (SMILES)**: Cc1cc(OCCOCCN2CCCC2)ccc1C(C)C
**2S+1**: 1

(4)
Entry from the Open Molecules 2025 dataset: a molecular structure, C18H30CdN2O5S2 (ωB97M-V/def2-TZVPD).

Atoms and positions in Å:
Cd: 0.480 1.725 -0.339
O: 2.120 0.844 3.100
S: 1.793 1.888 2.152
O: 2.221 3.228 2.520
O: 2.388 1.544 0.777
O: 0.287 1.893 1.866
C: 2.982 3.875 -1.215
S: 1.188 4.056 -1.332
C: 0.910 5.047 0.158
H: 3.234 3.446 -0.246
H: 3.436 4.852 -1.363
H: 3.302 3.198 -2.004
H: 1.388 6.015 0.011
H: 1.321 4.543 1.036
H: -0.162 5.195 0.266
C: -2.352 0.409 -0.149
C: -3.890 0.401 -0.313
N: -4.354 1.690 -0.823
C: -3.787 1.912 -2.151
C: -2.241 1.819 -2.102
N: -1.807 1.674 -0.698
C: -2.351 2.805 0.096
C: -3.896 2.746 0.078
H: -1.877 -0.417 -0.677
H: -2.044 0.354 0.897
H: -4.382 0.208 0.642
H: -4.206 -0.377 -1.010
H: -4.109 2.894 -2.500
H: -4.199 1.168 -2.836
H: -1.766 2.711 -2.515
H: -1.869 0.955 -2.655
H: -1.982 3.726 -0.362
H: -1.929 2.742 1.100
H: -4.319 3.696 -0.254
H: -4.290 2.540 1.073
C: 1.829 -6.844 0.834
C: 1.687 -5.362 0.641
C: 2.258 -4.466 1.533
C: 2.128 -3.092 1.371
C: 2.786 -2.177 2.371
C: 1.390 -2.613 0.270
C: 1.257 -1.171 0.168
O: 0.645 -0.566 -0.722
C: 0.806 -3.508 -0.653
C: 0.014 -3.054 -1.847
C: 0.970 -4.866 -0.446
H: 2.451 -7.075 1.697
H: 2.277 -7.308 -0.047
H: 0.852 -7.308 0.983
H: 2.820 -4.843 2.379
H: 3.280 -2.770 3.139
H: 2.082 -1.500 2.858
H: 3.540 -1.541 1.904
H: 1.746 -0.574 0.943
H: 0.592 -2.386 -2.483
H: -0.874 -2.500 -1.541
H: -0.300 -3.918 -2.430
H: 0.526 -5.562 -1.149

Output
**Total energy**: -2153.7421 Ha
**Orbital gap**: 8.16 eV
**Net charge**: 0
**2S+1**: 1

- Number 4 is which compound?
  C18H30CdN2O5S2